Below is a structure of composition C17H13BiCl3GeN5O2S3, with properties calculated with wB97M-V/def2-TZVPD.

XYZ file:
```
45
C17H13BiCl3GeN5O2S3, DFT wB97M-V/def2-TZVPD
Bi 0.402 1.948 1.350
N -3.331 -2.571 -4.749
C -2.785 -2.216 -3.569
C -3.539 -1.487 -2.632
C -2.990 -1.132 -1.422
C -1.677 -1.480 -1.141
C -0.908 -2.195 -2.049
C -1.457 -2.564 -3.256
S -0.945 -0.957 0.385
O 0.505 -0.941 0.247
O -1.464 -1.651 1.509
N -1.228 0.690 0.548
C -2.345 1.270 1.031
N -3.556 0.776 0.849
C -4.577 1.493 1.283
C -4.414 2.723 1.907
C -3.109 3.148 2.094
N -2.085 2.425 1.668
H -4.280 -2.320 -4.962
H -2.794 -3.065 -5.439
H -4.547 -1.202 -2.886
H -3.552 -0.575 -0.688
H 0.115 -2.441 -1.806
H -0.871 -3.104 -3.984
H -5.552 1.056 1.115
H -5.253 3.304 2.243
H -2.864 4.071 2.603
S 0.294 0.286 3.291
C 1.943 0.033 2.892
N 2.441 0.789 1.940
C 3.781 0.554 1.736
C 4.625 1.218 0.851
C 5.955 0.849 0.811
C 6.452 -0.163 1.631
C 5.632 -0.818 2.531
C 4.297 -0.451 2.579
S 3.033 -1.079 3.618
H 4.239 2.002 0.217
H 6.617 1.364 0.131
H 7.492 -0.438 1.565
H 6.011 -1.585 3.187
Cl 2.317 2.970 -1.746
Ge 1.362 1.015 -1.109
Cl -0.220 0.875 -2.606
Cl 2.830 -0.428 -1.764
```

Summary:
charge = +1
energy above the lowest of the compared OMol25 structures with the same formula, charge and spin = 20.5 kcal per mole
Kohn-Sham gap (spin up / spin down) = 0.2522 / 0.1348 Eh
spin multiplicity = 2

Below is a structure of composition C17H13BrN4O2PdS, with properties calculated with wB97M-V/def2-TZVPD.

XYZ file:
```
39
C17H13BrN4O2PdS, DFT wB97M-V/def2-TZVPD
Pd 0.253 -0.008 0.238
O -1.101 -1.527 6.024
C -0.767 -1.116 4.786
C 0.093 -0.052 4.541
C 0.365 0.280 3.233
N -0.172 -0.370 2.197
C -0.979 -1.403 2.448
Br -1.630 -2.331 0.954
C -1.318 -1.815 3.718
H -0.650 -0.991 6.688
H 0.552 0.502 5.348
H 1.041 1.085 2.983
H -1.973 -2.656 3.882
C 2.054 -2.314 -4.600
C 2.080 -2.625 -3.253
C 1.509 -1.762 -2.322
C 0.913 -0.597 -2.765
C 0.864 -0.278 -4.118
C 1.443 -1.140 -5.031
N 0.292 0.279 -1.777
N -0.372 1.214 -2.261
C -1.120 1.901 -1.285
C -1.861 3.006 -1.679
C -2.620 3.663 -0.725
C -2.612 3.197 0.586
C -1.864 2.086 0.959
C -1.097 1.398 0.022
H 2.510 -2.982 -5.320
H 2.553 -3.534 -2.908
H 1.544 -1.994 -1.269
H 0.382 0.631 -4.442
H 1.416 -0.896 -6.085
H -1.835 3.333 -2.710
H -3.213 4.526 -0.996
H -3.206 3.713 1.331
H -1.888 1.757 1.992
O 4.710 -0.970 0.801
S 3.518 -0.404 0.179
N 2.184 -0.805 0.639
```

Summary:
charge = 0
energy above the lowest of the compared OMol25 structures with the same formula, charge and spin = 0.0 kcal per mole
Kohn-Sham gap = 0.2621 Eh
spin multiplicity = 1